Record 1
This record from OMol25 describes C6H9P in the gas phase at a distorted geometry. The level of theory is ωB97M-V/def2-TZVPD.

As for the charge: 0. The calculation puts the orbital gap (alpha / beta) at 7.8 / 7.8 eV. For the LUMO energy (alpha / beta), the calculation gives -0.75 / -0.34 eV. The HOMO energy (alpha / beta) comes out at -8.52 / -8.17 eV. The energy above the lowest of the compared OMol25 structures with the same formula, charge and spin comes out at 4.231 eV.

The geometry in XYZ format:
```
16
C6H9P ωB97M-V/def2-TZVPD
C -0.062 0.361 -0.337
C 1.218 -1.091 1.094
C 1.201 -0.062 0.249
C -1.240 -0.348 -0.245
C 2.243 1.012 0.196
C -2.529 0.154 -0.745
P -1.408 -1.869 0.905
H 0.179 1.351 -0.872
H 1.956 -1.642 1.625
H -0.488 -2.892 0.525
H 1.747 1.990 -0.274
H 3.096 0.717 -0.384
H 2.651 1.288 1.104
H -2.328 0.809 -1.603
H -3.041 0.801 -0.094
H -3.194 -0.580 -1.146
```

natural (NBO) atomic charge list, values in e, 2 entries: -0.21, -0.11

---

Record 2
This record from OMol25 describes 2 unconnected molecules or ions with the total composition C6HBrF5NO2 at a distorted geometry. The level of theory is ωB97M-V/def2-TZVPD.

As for the charge: 0. The calculation puts the orbital gap at 9.1 eV. Its SMILES is O=[N+]([O-])/C(F)=C(\F)C=C(F)F.FC#CBr. For the LUMO energy, the calculation gives -0.65 eV. The HOMO energy comes out at -9.72 eV. The energy above the lowest of the compared OMol25 structures with the same formula, charge and spin comes out at 1.207 eV.

The geometry in XYZ format:
```
16
C6HBrF5NO2 ωB97M-V/def2-TZVPD
O -2.792 -1.710 0.958
N -2.676 -1.246 -0.142
O -3.523 -1.305 -0.976
C -1.259 -0.795 -0.513
F -1.187 -0.083 -1.615
C -0.141 -1.087 0.228
F -0.123 -1.789 1.326
C 1.255 -0.755 -0.111
C 1.724 0.075 -1.023
F 3.000 0.365 -1.304
F 1.033 0.750 -1.860
H 1.994 -1.283 0.512
F 2.483 1.997 1.913
C 1.331 2.261 1.443
C 0.333 2.122 0.777
Br -1.452 2.484 0.385
```

natural (NBO) atomic charge list, values in e, 2 entries: -0.36, 0.51

---

Record 3
This record from OMol25 describes 14 unconnected molecules or ions with the total composition C70H144B4F22N8O12 at a distorted geometry. The level of theory is ωB97M-V/def2-TZVPD.

As for the charge: +2. The calculation puts the orbital gap at 2.2 eV. For the LUMO energy, the calculation gives -6.45 eV. The HOMO energy comes out at -8.64 eV.

The geometry in XYZ format:
```
260
C70H144B4F22N8O12 ωB97M-V/def2-TZVPD
C -1.818 -3.314 -2.765
C -1.689 -3.843 -4.204
C -1.975 -5.363 -4.107
C -3.425 -5.770 -3.914
C -4.422 -5.118 -4.925
C -4.297 -3.583 -4.768
N -2.725 -3.282 -5.154
O -2.548 -3.111 -6.193
C -4.760 -3.077 -3.374
C -5.063 -2.729 -5.800
C -0.348 -3.662 -4.870
H -2.083 -2.292 -2.592
H -0.808 -3.449 -2.377
H -2.483 -3.941 -2.188
H -1.442 -5.741 -3.230
H -1.485 -5.868 -4.987
H -3.805 -5.497 -2.882
H -3.520 -6.855 -3.805
H -5.420 -5.288 -4.604
H -4.312 -5.408 -5.996
H -5.859 -3.066 -3.500
H -4.480 -2.029 -3.227
H -4.530 -3.559 -2.430
H -4.680 -1.715 -5.799
H -6.094 -2.850 -5.612
H -4.835 -3.189 -6.793
H 0.445 -4.072 -4.271
H -0.134 -2.668 -5.101
H -0.399 -4.272 -5.747
C 2.431 6.874 -1.500
C 1.464 6.440 -2.691
C 0.091 5.822 -2.161
C -0.806 6.737 -1.363
C -1.113 8.000 -2.136
C 0.130 8.786 -2.628
N 1.105 7.881 -3.308
O 1.653 8.167 -4.253
C 0.847 9.580 -1.373
C -0.318 9.733 -3.685
C 2.219 5.707 -3.756
H 1.928 6.955 -0.556
H 2.934 7.798 -1.761
H 3.277 6.187 -1.309
H 0.466 4.923 -1.634
H -0.455 5.464 -3.031
H -0.315 6.962 -0.423
H -1.821 6.359 -1.109
H -1.646 8.621 -1.444
H -1.712 7.786 -3.038
H 1.800 10.006 -1.707
H 0.955 8.845 -0.596
H 0.169 10.353 -1.075
H 0.531 10.288 -4.114
H -0.952 10.520 -3.322
H -0.787 9.232 -4.542
H 1.606 5.568 -4.643
H 2.560 4.724 -3.429
H 3.075 6.384 -3.975
C -7.217 0.599 3.568
C -5.977 -0.276 3.457
C -6.283 -1.776 3.750
C -5.249 -2.759 3.284
C -5.005 -2.635 1.785
C -4.542 -1.191 1.381
N -5.445 -0.196 2.029
O -5.708 0.817 1.361
C -4.436 -1.031 -0.076
C -3.170 -0.884 1.980
C -4.930 0.249 4.483
H -7.636 0.517 4.566
H -7.903 0.575 2.781
H -6.883 1.644 3.705
H -7.252 -2.082 3.449
H -6.358 -1.843 4.839
H -5.308 -3.794 3.637
H -4.311 -2.480 3.775
H -5.928 -2.933 1.248
H -4.326 -3.377 1.389
H -4.103 -0.049 -0.324
H -5.403 -1.145 -0.514
H -3.747 -1.696 -0.474
H -2.407 -1.617 1.803
H -3.106 -0.656 3.061
H -2.751 -0.001 1.524
H -5.385 0.406 5.470
H -4.582 1.238 4.271
H -4.066 -0.375 4.603
C 3.454 -0.389 -8.544
C 3.067 -0.932 -7.132
C 4.311 -0.931 -6.275
C 4.710 0.475 -5.800
C 3.648 1.279 -5.015
C 2.354 1.391 -5.790
N 2.023 0.165 -6.615
O 0.916 0.011 -6.897
C 2.547 2.469 -6.953
C 1.063 1.763 -4.993
C 2.377 -2.279 -7.277
H 4.130 0.455 -8.561
H 2.547 -0.156 -9.043
H 3.990 -1.142 -9.098
H 5.080 -1.407 -6.913
H 4.223 -1.550 -5.416
H 5.021 1.054 -6.616
H 5.576 0.447 -5.127
H 3.941 2.321 -4.911
H 3.400 0.823 -4.091
H 1.728 2.651 -7.684
H 3.542 2.358 -7.412
H 2.735 3.384 -6.382
H 0.796 0.912 -4.366
H 0.235 2.074 -5.632
H 1.271 2.576 -4.282
H 2.013 -2.605 -6.335
H 3.139 -2.905 -7.698
H 1.524 -2.221 -7.921
C 5.506 0.895 6.046
C 4.123 1.026 5.430
C 3.998 2.288 4.458
C 4.863 2.209 3.234
C 4.586 0.960 2.401
C 4.710 -0.345 3.279
N 3.898 -0.203 4.571
O 3.175 -0.933 4.875
C 6.227 -0.635 3.440
C 4.103 -1.556 2.531
C 3.059 1.039 6.422
H 5.647 -0.008 6.615
H 5.551 1.748 6.687
H 6.311 1.072 5.329
H 4.328 3.181 5.050
H 2.949 2.532 4.207
H 5.948 2.277 3.508
H 4.679 3.122 2.591
H 5.217 0.933 1.551
H 3.577 1.036 1.901
H 6.838 0.194 3.794
H 6.515 -1.008 2.447
H 6.440 -1.464 4.125
H 3.042 -1.387 2.290
H 3.990 -2.470 3.093
H 4.649 -1.785 1.633
H 3.093 0.169 7.098
H 2.117 1.019 5.892
H 3.132 2.037 6.921
C 1.065 -7.163 6.138
C 2.459 -6.525 6.135
C 2.808 -6.121 4.597
C 1.992 -4.958 4.126
C 2.154 -3.756 5.010
C 1.869 -3.896 6.518
N 2.350 -5.216 7.014
O 2.825 -5.254 8.136
C 0.369 -3.906 6.751
C 2.437 -2.801 7.328
C 3.512 -7.397 6.653
H 1.157 -8.235 6.022
H 0.450 -6.791 5.376
H 0.479 -7.017 7.082
H 2.659 -7.038 4.051
H 3.889 -5.879 4.639
H 0.906 -5.201 4.104
H 2.272 -4.683 3.115
H 1.439 -3.015 4.660
H 3.164 -3.320 4.947
H 0.146 -4.100 7.796
H -0.075 -4.753 6.244
H -0.063 -2.943 6.409
H 2.261 -3.096 8.348
H 1.954 -1.848 7.018
H 3.500 -2.555 7.129
H 4.407 -6.788 6.834
H 3.661 -8.199 5.914
H 3.216 -7.883 7.586
C -5.885 4.027 -0.233
C -5.331 2.947 -1.162
C -5.283 3.358 -2.653
O -4.502 4.496 -2.801
C -4.294 5.041 -4.102
N -3.953 2.564 -0.909
H -3.307 2.520 0.813
H -3.740 1.706 -1.456
H -3.462 3.360 -1.379
H -5.383 4.028 0.752
H -6.960 3.973 -0.033
H -5.685 5.021 -0.665
H -5.970 2.095 -1.159
H -6.235 3.565 -3.147
H -4.814 2.510 -3.199
H -4.403 6.120 -4.059
H -4.972 4.562 -4.798
H -3.291 4.718 -4.450
C -0.124 1.754 -1.527
C -0.551 0.688 -0.568
C 0.278 -0.547 -0.664
O -0.264 -1.475 0.291
C 0.737 -2.504 0.483
N -0.356 1.189 0.882
H -1.166 1.723 1.169
H -0.311 0.462 1.562
H 0.525 1.783 0.982
H 0.906 2.069 -1.347
H -0.723 2.697 -1.343
H -0.279 1.486 -2.572
H -1.584 0.386 -0.613
H 1.286 -0.239 -0.352
H 0.291 -0.992 -1.662
H 1.564 -2.350 -0.228
H 0.274 -3.460 0.256
H 0.974 -2.447 1.529
C 4.186 -6.756 1.498
O 5.067 -5.649 0.978
O 3.681 -7.592 0.681
C 5.108 -7.303 2.602
F 5.489 -6.444 3.551
F 4.446 -8.290 3.320
F 6.270 -7.809 2.080
C 4.271 -4.948 -0.006
C 4.405 -5.290 -1.413
H 3.609 -4.901 -2.045
H 5.336 -5.121 -1.855
H 4.331 -6.362 -1.652
H 4.676 -3.950 0.101
H 3.245 -4.991 0.297
H 3.431 -6.238 2.066
C -2.836 3.370 2.553
O -4.017 3.513 3.286
O -3.023 2.299 1.720
C -2.364 4.586 1.826
F -1.208 4.491 1.157
F -3.307 4.924 1.005
F -2.272 5.659 2.694
C -3.665 3.833 4.699
C -4.874 4.055 5.536
H -5.464 4.938 5.289
H -5.534 3.163 5.467
H -4.464 4.170 6.537
H -2.981 4.772 4.707
H -3.089 2.898 5.025
H -1.981 3.104 3.169
B 0.100 0.070 4.091
F 1.441 0.344 3.837
F -0.730 1.117 3.586
F -0.296 -1.186 3.536
F -0.121 -0.071 5.493
B 2.586 -1.901 -3.299
F 2.852 -1.071 -2.170
F 3.677 -2.504 -3.846
F 1.564 -2.776 -2.996
F 2.010 -0.977 -4.298
B 2.626 3.570 0.065
F 2.749 3.323 -1.302
F 2.232 2.384 0.735
F 3.903 3.887 0.585
F 1.618 4.572 0.217
B -2.917 0.287 -3.831
F -2.802 1.620 -4.081
F -3.619 -0.338 -4.857
F -1.651 -0.265 -3.775
F -3.500 -0.086 -2.550
```

Mulliken atomic charge list, values in e, 2 entries: -1.35, 2.02